*P*
ORCA calculation (wB97M-V/def2-TZVPD) on a cluster of 2 separate species, C4H8N3O in total.

Results
HOMO level in eV: -14.71
Total charge: +1
LUMO level in Eh: -0.1985
Frontier orbital gap in Ha: 0.342

Each line ends with the Löwdin charge.
Positions of all 16 atoms, in Å:
C 3.252 -0.855 -0.147  -0.328
C -2.082 -0.741 -0.047  -0.070
C -0.652 -0.464 0.372  -0.184
C -0.222 0.955 0.115  -0.041
N -1.733 2.766 -0.135  0.305
N -0.987 1.861 -0.077  0.030
N 4.178 -1.520 0.162  0.254
O 2.211 -0.260 -0.093  0.062
H -2.811 -0.118 0.638  0.138
H -2.275 -1.762 -0.119  0.067
H -2.137 -0.457 -1.015  0.040
H -0.330 -0.581 1.529  0.193
H 0.074 -1.085 -0.135  0.097
H 0.891 1.130 0.243  0.169
H -2.196 3.210 -0.947  0.166
H 4.820 -2.079 -0.346  0.101

---

*Q*
ORCA calculation (wB97M-V/def2-TZVPD) on the ion C4H8N3O with charge +1.

Results
HOMO level in eV: -14.30
SMILES: C[C@]1(O)C=C([NH3+])N=N1
Total charge: +1
LUMO level in Eh: -0.1843
Frontier orbital gap in Ha: 0.341

Each line ends with the Löwdin charge.
Positions of all 16 atoms, in Å:
C 0.425 -1.628 -1.137  0.016
C -0.006 -1.041 0.251  -0.577
O -0.706 -2.105 0.881  0.029
C -0.761 0.233 -0.104  0.109
C -0.018 1.168 0.515  -0.255
N -0.155 2.693 0.433  0.273
N 1.005 0.610 1.260  0.087
N 1.101 -0.632 1.081  0.155
H 0.492 -0.839 -1.803  0.047
H -0.514 -2.242 -1.404  0.134
H 1.195 -2.414 -1.259  0.109
H 0.035 -2.726 1.013  0.123
H -1.507 0.172 -0.984  0.183
H 0.121 2.963 -0.602  0.244
H 0.444 2.898 1.184  0.130
H -1.151 2.889 0.676  0.191

---

Pick the least stable structure from those above. Pick: *Q*